# C3H6N2O

A structure of composition C3H6N2O (ωB97M-V/def2-TZVPD, the OMol25 dataset).

energy relative to the best compared isomer or geometry (same formula, charge and spin): 394.5 kJ/mol
LUMO: 0.83 eV

Cartesian coordinates (Å):
N  0.26426  1.75704  -0.17585
C  -0.57055  0.78598  0.40832
O  -1.55332  1.05324  1.07516
C  -0.58355  -0.75986  -0.74273
C  0.81248  -1.12192  -0.43341
N  0.09557  -0.50016  0.67600
H  -0.26796  2.61860  -0.22235
H  0.56874  1.49732  -1.10603
H  -1.29634  -1.57986  -0.62638
H  1.65297  -0.53881  -0.80856
H  1.07629  -2.15254  -0.19505
H  -0.25385  -1.04154  1.45898